ORCA calculation (wB97M-V/def2-TZVPD) on the molecule C22H29N3O4.

Positions of all 58 atoms, in Å:
1 H 0.966 1.380 0.827
2 H -3.684 3.093 -0.773
3 H -3.163 -4.782 -1.327
4 H 1.569 0.173 -0.321
5 H 2.289 -1.972 2.794
6 H 3.470 -1.974 0.640
7 H -5.307 1.485 0.623
8 N 1.427 -0.490 1.664
9 C -2.874 -2.774 -2.039
10 H -1.029 1.252 2.178
11 C -3.117 0.446 -0.354
12 C 2.585 -1.017 2.354
13 C -1.432 0.681 1.356
14 O -3.014 2.412 1.078
15 C 1.682 0.566 0.698
16 H -1.808 4.698 -1.080
17 C -3.093 3.428 0.085
18 N 5.217 1.332 -0.765
19 H 5.854 -1.870 0.060
20 H -2.939 -3.596 -0.034
21 C 7.130 0.527 -1.942
22 O -3.210 -1.438 -1.725
23 C -2.571 -0.802 -0.712
24 O -4.222 0.894 -1.047
25 H -1.200 3.049 -0.880
26 H -3.361 -2.950 -3.003
27 H 3.195 1.573 1.867
28 O 0.100 -2.130 2.461
29 C 3.747 -1.215 1.387
30 H -4.471 -3.669 -0.905
31 H -5.210 -0.993 0.720
32 H 7.922 0.718 -2.647
33 C -0.897 -0.544 1.001
34 C 6.995 -0.709 -1.320
35 H -5.980 -1.100 -0.869
36 C 3.100 1.101 0.881
37 C 0.242 -1.136 1.772
38 H -1.791 -2.882 -2.177
39 C -5.430 0.899 -0.297
40 C -1.710 3.872 -0.382
41 H 4.615 -1.583 1.945
42 C 6.206 1.504 -1.624
43 H -6.885 -0.460 0.516
44 H -1.111 4.194 0.467
45 H 3.327 1.848 0.119
46 C 5.970 -0.914 -0.423
47 H 2.881 -0.340 3.163
48 H -1.022 -2.237 -0.276
49 C 5.085 0.148 -0.159
50 H -3.612 4.250 0.582
51 C -1.457 -1.281 -0.034
52 N 4.068 0.039 0.740
53 C -2.527 1.194 0.668
54 C -3.393 -3.770 -1.006
55 H 6.248 2.487 -2.077
56 H 7.689 -1.509 -1.538
57 C -5.909 -0.508 0.041
58 H -6.151 1.402 -0.947

Forces on the atoms, in the same order (eV/Å):
0.131 -0.039 -0.076
0.005 0.034 0.176
0.025 -0.127 -0.010
0.017 0.128 0.049
0.136 0.175 -0.042
0.053 -0.022 0.088
0.004 0.008 -0.157
0.179 0.043 0.138
0.043 -0.506 0.009
0.077 0.117 0.069
-0.273 0.044 -0.086
0.181 -0.292 0.154
-0.060 -0.051 -0.063
-0.075 -0.533 0.095
0.084 0.395 -0.336
0.024 0.087 -0.109
0.141 0.461 -0.370
-0.163 0.004 0.154
-0.030 -0.085 0.056
0.022 -0.055 0.091
0.083 -0.069 -0.036
-0.057 0.353 0.135
-0.048 0.239 0.056
0.655 -0.052 0.060
0.079 -0.020 -0.080
0.151 0.016 0.104
-0.033 0.075 -0.087
-0.197 -0.261 0.057
0.033 -0.161 0.085
-0.099 -0.020 0.008
0.013 -0.087 0.073
0.057 0.046 -0.065
-0.374 0.091 -0.005
-0.070 0.180 -0.029
-0.042 -0.078 -0.053
-0.323 0.194 -0.060
0.018 0.064 0.007
-0.091 0.052 -0.041
-0.470 -0.127 0.258
-0.311 -0.207 0.220
-0.076 -0.057 -0.038
0.198 -0.050 -0.157
-0.098 -0.017 0.089
0.078 0.054 0.058
-0.184 -0.062 0.225
-0.060 -0.076 0.042
0.010 -0.098 -0.017
-0.026 -0.130 -0.043
0.286 0.117 -0.176
0.027 -0.086 -0.098
0.008 -0.121 -0.124
-0.214 -0.071 0.163
0.053 -0.057 -0.046
0.102 0.369 -0.162
0.099 0.041 -0.092
0.029 -0.057 0.001
0.216 0.295 -0.184
0.058 -0.012 0.120

Values from the calculation:
Relative energy (zero: lowest compared OMol25 entry of this formula, charge and spin) = 1.556 eV
Frontier orbital gap = 8.63 eV
Lowest unoccupied orbital energy = 0.0243 Eh
Structure (SMILES) = CCOc1cc(C(=O)N2CCN(c3ccccn3)CC2)cc(OCC)c1OCC
E = -35944.4376 eV
HOMO energy = -7.966 eV

Atom charges from the natural (NBO) analysis, given in e for atoms 1 to 6: atom 1 (H): 0.217, atom 2 (H): 0.191, atom 3 (H): 0.216, atom 4 (H): 0.197, atom 5 (H): 0.260, atom 6 (H): 0.189